# 1
This record from the OMol25 dataset describes a cluster of 3 separate species, C17H24BrF3NO8 in total at a distorted geometry. The level of theory is the ωB97M-V functional and the def2-TZVPD basis.

Computed properties:
HOMO level (spin up / spin down): -8.056 / -9.518 eV
multiplicity: 2

The geometry in XYZ format:
```
54
C17H24BrF3NO8 (the ωB97M-V functional and the def2-TZVPD basis)
C -3.09157 1.34116 0.10942
C -1.99966 0.38024 -0.38639
C -2.67139 -0.92576 -0.78988
C -1.25336 0.99851 -1.59722
C 0.25195 0.76823 -1.57860
F 0.77105 1.45178 -2.68637
C 0.61864 -0.70494 -1.76610
C 2.06949 -0.94155 -2.06351
O 2.99178 -0.25062 -1.91756
Br 2.37278 -2.83518 -2.61104
C 0.84016 1.42333 -0.34273
C 0.14410 1.01231 0.98330
C -0.33171 2.26625 1.73404
C 1.13041 0.27594 1.88416
N -1.01725 0.09438 0.71425
O -0.85894 -1.13255 1.03629
H -3.61405 1.77575 -0.74616
H -3.81901 0.80129 0.72098
H -2.68689 2.14873 0.71325
H -1.96549 -1.63529 -1.21490
H -3.41335 -0.68931 -1.55828
H -3.16731 -1.39179 0.06129
H -1.37350 2.08767 -1.60818
H -1.68238 0.61631 -2.52780
H 0.39515 -1.28118 -0.85865
H 0.02813 -1.15456 -2.56264
H 1.91386 1.23259 -0.27826
H 0.72392 2.49861 -0.50777
H -0.87157 2.95911 1.08810
H -0.96613 1.97749 2.57583
H 0.54950 2.77803 2.12516
H 1.56272 -0.59555 1.38933
H 0.65705 -0.04488 2.81165
H 1.94031 0.97259 2.11119
C 2.76113 1.80213 7.06993
C 2.97562 0.67328 6.07897
O 2.31084 1.14758 4.92484
C 2.26728 2.51001 4.98023
O 1.97516 3.21490 4.07440
O 2.62378 2.93579 6.21181
F 2.39705 -0.48078 6.48163
H 1.83107 1.64279 7.61781
H 3.58583 1.95809 7.75813
H 4.01893 0.47038 5.83083
C -0.95666 -3.84498 -4.59067
C -0.75090 -3.73131 -6.08831
O -1.49556 -2.57170 -6.41778
C -1.60837 -1.79822 -5.30659
O -2.00695 -0.68225 -5.28650
O -1.17885 -2.48311 -4.22106
F -1.25577 -4.78951 -6.76075
H -1.85255 -4.42790 -4.37101
H -0.10407 -4.23781 -4.04536
H 0.28556 -3.58450 -6.39670
```

---

# 2
This record from the OMol25 dataset describes a cluster of 17 separate species, C68H187N17O17 in total at a distorted geometry. The level of theory is the ωB97M-V functional and the def2-TZVPD basis.

Computed properties:
HOMO level: -8.420 eV

The geometry in XYZ format:
```
289
C68H187N17O17 (the ωB97M-V functional and the def2-TZVPD basis)
C 5.36009 1.65448 -5.08834
C 5.02944 1.35492 -3.62981
C 4.06112 0.13588 -3.41809
O 2.77433 0.15685 -4.04547
C 1.83862 -0.75970 -3.44719
N 6.32751 1.21846 -2.95502
H 4.44033 1.59435 -5.67018
H 6.11613 0.94242 -5.41920
H 5.87187 2.58168 -5.34619
H 4.56787 2.23048 -3.17327
H 3.93533 0.02391 -2.34118
H 4.60399 -0.71758 -3.82429
H 1.66287 -0.51674 -2.39925
H 2.28636 -1.75029 -3.52697
H 0.92469 -0.83754 -4.03605
H 6.44832 0.24845 -2.70087
H 7.06524 1.41973 -3.61482
C 3.32586 5.72909 3.85567
C 2.10487 5.38582 2.97820
C 2.42207 4.01917 2.23657
O 3.58554 4.20216 1.42695
C 3.84825 3.24144 0.40968
N 0.99181 5.12744 3.87053
H 4.19327 5.84651 3.20612
H 3.64154 4.79623 4.32280
H 3.16859 6.50114 4.60887
H 1.74724 6.18113 2.32423
H 1.48833 3.85278 1.69941
H 2.57491 3.19520 2.93359
H 4.80102 3.48906 -0.05832
H 3.07959 3.19430 -0.36171
H 3.89139 2.22949 0.81238
H 0.27250 4.74803 3.27159
H 1.21567 4.33860 4.46020
C -5.02684 -3.69679 -6.95334
C -5.70839 -4.05774 -5.63104
C -5.54074 -2.84129 -4.65676
O -4.14349 -2.45523 -4.48527
C -3.89835 -1.25643 -3.71893
N -7.07664 -4.41942 -5.96091
H -3.96934 -3.57330 -6.71983
H -5.47069 -2.82177 -7.42815
H -5.11417 -4.54251 -7.63542
H -5.28643 -4.94907 -5.16678
H -5.98661 -3.07584 -3.69018
H -6.12756 -2.05013 -5.12347
H -2.81205 -1.21180 -3.64092
H -4.38530 -1.33559 -2.74697
H -4.18163 -0.35263 -4.25839
H -7.45782 -3.77763 -6.64127
H -7.70790 -4.44764 -5.17299
C -7.12686 4.16530 1.61768
C -7.56926 5.15693 2.69406
C -9.00847 4.97604 2.99755
O -9.32333 5.94505 3.98286
C -10.77181 5.97480 4.26582
N -6.73867 4.88144 3.81539
H -7.54630 4.37556 0.63383
H -7.41356 3.13876 1.84593
H -6.04723 4.10763 1.47920
H -7.28572 6.16864 2.40401
H -9.28061 3.96654 3.30570
H -9.60404 5.28344 2.13795
H -10.92756 6.76271 5.00276
H -11.03219 5.07613 4.82501
H -11.43332 6.03347 3.40150
H -6.68704 3.89371 4.01991
H -7.13441 5.34224 4.62233
C -0.60546 3.46097 -5.30403
C 0.33343 2.23085 -5.14857
C 0.04012 1.06735 -6.14276
O -1.32871 0.67089 -5.86886
C -1.73040 -0.53487 -6.47602
N 1.73636 2.72805 -5.32976
H -0.38868 3.91378 -6.27154
H -0.51354 4.12402 -4.44379
H -1.61724 3.06017 -5.36525
H 0.25020 1.93621 -4.10246
H 0.74241 0.23765 -6.06231
H 0.03531 1.49094 -7.14707
H -1.55282 -0.65158 -7.54511
H -2.80606 -0.67524 -6.36949
H -1.16623 -1.34764 -6.01862
H 1.91152 2.87485 -6.31356
H 2.29568 1.94381 -5.02606
C -2.31393 -5.41103 -4.22298
C -3.02928 -6.38676 -3.27464
C -4.13563 -5.70091 -2.35309
O -4.41469 -6.57313 -1.25535
C -5.61324 -6.22781 -0.54740
N -3.51319 -7.49312 -4.09342
H -1.91856 -4.51263 -3.74899
H -2.81810 -5.09817 -5.13734
H -1.42182 -5.97277 -4.49988
H -2.24817 -6.74391 -2.60351
H -5.02351 -5.52952 -2.96168
H -3.78757 -4.76721 -1.91131
H -5.48771 -5.18698 -0.24905
H -5.84113 -6.77475 0.36748
H -6.43375 -6.26512 -1.26398
H -4.27136 -7.19724 -4.69154
H -3.84280 -8.26655 -3.53374
C -0.13191 -5.11800 -1.38495
C 0.05704 -3.77933 -0.54418
C 0.37419 -4.07597 0.97036
O 1.36415 -5.08546 1.10509
C 1.34966 -5.73590 2.34558
N 1.14750 -3.08125 -1.17412
H -0.23233 -5.08560 -2.46983
H -0.96863 -5.65715 -0.94076
H 0.81204 -5.65999 -1.32743
H -0.82686 -3.16931 -0.73044
H -0.59086 -4.37390 1.38025
H 0.72800 -3.15517 1.43407
H 1.06287 -5.16490 3.22865
H 2.31282 -6.12862 2.67143
H 0.68353 -6.59645 2.28370
H 1.98756 -3.59009 -0.93857
H 1.33293 -2.18087 -0.75577
C -3.36926 3.44164 -2.80419
C -3.76868 3.18367 -1.40853
C -3.22991 4.19378 -0.37697
O -1.86270 4.05756 -0.32394
C -1.33611 4.86103 0.76470
N -5.22514 3.15998 -1.44943
H -3.38366 4.49635 -3.07893
H -3.95569 2.87008 -3.52358
H -2.33613 3.15197 -2.99613
H -3.37998 2.20470 -1.12808
H -3.63496 3.88681 0.58729
H -3.63885 5.19244 -0.53037
H -1.66520 4.50811 1.74206
H -1.71682 5.86783 0.59290
H -0.24780 4.91329 0.79562
H -5.56523 4.09762 -1.60834
H -5.60262 2.70780 -2.26988
C 4.80247 -2.95739 3.30766
C 5.67875 -3.16102 4.55693
C 4.92691 -3.00351 5.85426
O 5.78464 -2.92303 6.99795
C 5.12760 -3.06805 8.21364
N 6.23531 -4.49340 4.35165
H 5.48691 -3.05569 2.46506
H 4.40423 -1.95028 3.43098
H 4.02634 -3.70887 3.16276
H 6.43916 -2.38048 4.53158
H 4.21262 -3.80889 6.02531
H 4.24061 -2.15860 5.79734
H 4.79540 -4.10232 8.30317
H 4.18052 -2.52910 8.24023
H 5.60328 -2.88568 9.17726
H 6.73512 -4.67959 5.20935
H 5.53801 -5.22372 4.37384
C -6.00258 1.54897 4.77916
C -7.31260 1.04810 5.54308
C -8.25435 2.19976 5.87855
O -7.54162 3.31859 6.44817
C -8.33670 4.37613 6.93492
N -8.07287 0.16533 4.73433
H -6.20429 2.30254 4.01788
H -5.47192 0.72743 4.29795
H -5.36235 2.02879 5.51942
H -6.99346 0.58123 6.47490
H -8.95975 1.82052 6.61795
H -8.70719 2.44371 4.91755
H -9.05417 4.65018 6.16148
H -7.64334 5.18925 7.14986
H -8.81142 4.17032 7.89428
H -7.59676 -0.71415 4.59312
H -8.93708 -0.13537 5.16191
C 1.54956 5.51043 -1.36311
C 1.07769 6.30562 -2.55114
C -0.43174 6.61182 -2.49329
O -0.90153 7.52694 -3.48712
C -0.71971 7.23013 -4.85843
N 1.81570 7.58495 -2.63190
H 1.41366 6.07478 -0.44054
H 2.61093 5.28870 -1.47457
H 1.07578 4.53432 -1.25894
H 1.36365 5.82691 -3.48771
H -0.69833 7.14657 -1.58165
H -0.95354 5.65485 -2.48945
H 0.31438 6.93246 -5.03201
H -1.01916 8.13761 -5.38275
H -1.34973 6.41338 -5.21066
H 2.28233 7.85634 -1.77825
H 1.25259 8.37712 -2.90661
C 9.46391 -1.04775 -4.34013
C 8.35707 -2.01943 -3.92163
C 8.84664 -3.49154 -3.97935
O 9.46347 -3.74316 -5.21930
C 8.59007 -3.87647 -6.32750
N 7.89524 -1.50303 -2.67310
H 9.12242 -0.01786 -4.44417
H 9.82975 -1.18487 -5.35770
H 10.33408 -1.01674 -3.68444
H 7.50636 -1.92471 -4.59649
H 8.00336 -4.10150 -3.65548
H 9.52581 -3.58857 -3.13234
H 7.79494 -4.57899 -6.07784
H 9.17282 -4.31470 -7.13774
H 8.16336 -2.92130 -6.63354
H 8.78652 -1.36049 -2.21990
H 7.53867 -2.35871 -2.27213
C 4.83424 -3.55715 -2.65180
C 5.38042 -3.85318 -1.22810
C 4.59481 -4.95979 -0.49168
O 4.94542 -6.22963 -0.98504
C 4.06831 -7.28631 -0.59106
N 6.77643 -4.10811 -1.33811
H 5.27191 -2.64341 -3.05380
H 3.74449 -3.58046 -2.65072
H 4.98950 -4.37639 -3.35382
H 5.30335 -2.97895 -0.58165
H 3.52353 -4.76847 -0.55373
H 4.87246 -4.96115 0.56237
H 4.41081 -7.55527 0.40816
H 4.20098 -8.15142 -1.24074
H 3.02205 -6.98077 -0.60170
H 6.98923 -5.00900 -1.74210
H 7.16285 -4.13979 -0.40549
C 5.08983 2.09094 4.50303
C 5.86798 0.81872 4.59915
C 6.74565 0.51312 3.34711
O 6.00440 0.07767 2.23753
C 6.82492 -0.46207 1.17505
N 6.69882 0.87204 5.74490
H 4.43464 2.27505 5.35447
H 4.40288 2.05395 3.65755
H 5.73165 2.96996 4.44393
H 5.17242 -0.01322 4.70951
H 7.46149 -0.28021 3.56227
H 7.26597 1.44877 3.14236
H 6.28563 -0.84503 0.30867
H 7.41433 -1.31465 1.51240
H 7.59513 0.23962 0.85488
H 6.22598 0.60107 6.59525
H 7.35635 0.10719 5.69251
C -1.08633 0.26317 -0.92588
C -0.57206 0.44383 0.54992
C 0.96504 0.59075 0.63277
O 1.64431 -0.64663 0.33853
C 3.01637 -0.67863 0.78386
N -1.18670 1.64337 1.13489
H -0.77470 -0.73904 -1.22009
H -0.74657 1.00342 -1.65024
H -2.15719 0.26576 -1.12922
H -0.86790 -0.45343 1.09351
H 1.23939 0.83599 1.65877
H 1.21835 1.32750 -0.12954
H 3.26685 -0.72915 1.84349
H 3.50767 0.16703 0.30264
H 3.42019 -1.62098 0.41373
H -1.20000 2.38610 0.45059
H -2.15813 1.36754 1.11618
C -4.62575 -0.92155 0.18962
C -4.74652 -0.42372 1.63131
C -3.88631 -1.32106 2.55166
O -4.46234 -2.62718 2.57767
C -3.41935 -3.63840 2.51871
N -4.40155 0.91759 1.69687
H -5.17025 -0.24379 -0.46784
H -4.97364 -1.95302 0.13355
H -3.62076 -0.86061 -0.22797
H -5.78104 -0.43230 1.97451
H -3.87965 -0.96039 3.58023
H -2.87306 -1.30048 2.15040
H -3.04084 -3.61208 1.49687
H -3.87129 -4.58801 2.80524
H -2.74861 -3.41323 3.34787
H -4.93270 1.52804 1.09247
H -4.79226 1.12854 2.60403
C -1.93537 2.55166 4.77920
C -0.69731 1.67356 4.73111
C -1.02010 0.19864 4.30272
O 0.13237 -0.65269 4.30013
C -0.28769 -1.97885 4.06394
N 0.20787 2.22172 3.74843
H -2.68150 2.15490 5.46766
H -2.32231 2.68109 3.76845
H -1.70960 3.54413 5.16925
H -0.09910 1.66471 5.64225
H -1.45470 0.18637 3.30318
H -1.76888 -0.13686 5.02027
H -0.74450 -2.13232 3.08626
H -1.01395 -2.26294 4.82548
H 0.64432 -2.53762 4.14893
H 1.03509 1.65148 3.85148
H -0.19525 1.83932 2.90501
```

---

# 3
This record from the OMol25 dataset describes a cluster of 2 separate species, C6H13NO in total at a distorted geometry. The level of theory is the ωB97M-V functional and the def2-TZVPD basis.

Computed properties:
HOMO level: -9.202 eV
structure (SMILES): CC1(C)CC1.CN=O

The geometry in XYZ format:
```
21
C6H13NO (the ωB97M-V functional and the def2-TZVPD basis)
C -2.28138 0.74086 -0.46566
C -1.26656 -0.17198 0.23350
C -1.89483 -1.24910 1.12111
C -0.00220 -0.46922 -0.50471
C 0.04673 0.43523 0.63963
H -1.78680 1.33615 -1.21030
H -2.62708 1.46664 0.16881
H -3.07858 0.17386 -0.91873
H -1.84255 -2.26206 0.63931
H -1.38269 -1.32183 2.01662
H -2.89529 -0.92562 1.26964
H -0.07920 -0.08342 -1.48502
H 0.63192 -1.45630 -0.58868
H 0.43951 1.41900 0.49493
H 0.59497 0.13976 1.48105
C 2.95075 0.79280 -0.69511
N 2.58150 -0.62772 -0.68655
O 2.84562 -1.26436 0.35265
H 2.72833 1.16087 0.38701
H 2.33483 1.22152 -1.45897
H 3.98300 0.94492 -0.79052
```

---

# 4
This record from the OMol25 dataset describes a structure of composition C22H20BrNPt at a distorted geometry. The level of theory is the ωB97M-V functional and the def2-TZVPD basis.

Computed properties:
HOMO level (spin up / spin down): -7.138 / -6.822 eV
multiplicity: 5

The geometry in XYZ format:
```
45
C22H20BrNPt (the ωB97M-V functional and the def2-TZVPD basis)
C -1.17480 -0.75900 -1.81990
C -1.22420 -1.74670 -0.82670
C -1.93720 -1.21250 0.27450
H -0.76380 -2.71670 -0.86570
C -2.34140 0.09350 -0.05610
C -1.84440 0.39480 -1.33200
H -1.96350 1.33120 -1.84800
H -0.70030 -0.85280 -2.78010
H -2.09700 -1.69960 1.21760
H -2.87650 0.76590 0.58570
Pt 0.00000 0.00000 0.00000
Br 0.80730 -1.84390 1.57970
C 1.96790 1.14370 0.35340
C 1.14740 1.91110 -0.50930
C 0.98500 1.18550 -1.69760
H 0.69430 2.85520 -0.26910
C 1.69130 -0.04000 -1.56910
C 2.32250 -0.04040 -0.31670
H 2.91620 -0.83670 0.08800
H 2.22970 1.39600 1.36340
H 0.41510 1.49800 -2.55380
H 1.74630 -0.82660 -2.30080
C 2.11310 3.06550 4.42460
C 1.34900 3.62740 3.39960
C 0.52080 2.81540 2.62140
C 0.45850 1.42990 2.85140
C 1.21250 0.87360 3.90020
C 2.04290 1.69160 4.67700
N -0.42500 0.63860 2.06590
C -1.61720 0.35510 2.81650
C -1.73470 -0.84490 3.55240
C -2.85170 -1.09350 4.34970
C -3.86650 -0.14320 4.44480
C -3.75300 1.06710 3.75530
C -2.62880 1.32500 2.96100
H 2.75230 3.69730 5.02690
H 1.39190 4.69270 3.21060
H -0.07930 3.26470 1.84240
H 1.16280 -0.18590 4.11190
H 2.63000 1.26220 5.47820
H -0.96340 -1.59490 3.53400
H -2.92360 -2.02190 4.90330
H -4.73100 -0.33980 5.06550
H -4.53530 1.80870 3.84510
H -2.54760 2.27320 2.44780
```